Molecular formula: C8H15N2O2
Method: DFT, the ωB97M-V functional and the def2-TZVPD basis

```
27
Properties=species:S:1:pos:R:3:forces:R:3
C -1.0870 -2.3634 -0.0297 -1.134 -5.299 0.910
C -0.7048 -1.2015 -0.1285 1.287 5.903 -1.800
C 1.6272 -0.2887 -0.4190 2.606 1.908 1.772
C -1.6415 -3.6929 0.3965 0.719 4.160 -1.372
C -1.6758 1.9218 0.2338 -2.070 -0.387 1.060
C 0.6776 2.3116 0.4155 1.555 0.887 1.497
C -0.3933 1.2091 0.4064 1.466 -0.420 2.767
C -0.2185 0.0440 -0.5172 -2.485 -3.068 2.084
N 2.1390 -0.3954 0.8280 -0.246 0.360 -1.543
N -0.2612 0.2580 -1.9636 2.302 -1.932 -0.142
O 2.1697 -0.2657 -1.4980 0.223 -1.179 -0.357
O 3.3460 -1.0155 1.0225 0.393 -1.784 0.344
H -2.4114 -3.9697 -0.2408 -1.356 -0.937 -1.134
H -0.9115 -4.3818 0.5674 2.052 -2.178 0.063
H -1.9930 -3.3960 1.3170 -1.368 0.078 2.390
H -1.8526 2.4307 1.1992 -0.141 0.169 -0.673
H -1.5384 2.6480 -0.5264 -0.535 0.827 -0.854
H -2.5643 1.2781 0.0571 0.607 0.325 -0.018
H 0.9261 2.7317 1.4576 -0.537 -1.072 -1.209
H 0.2245 3.1724 -0.0248 0.156 0.712 -0.745
H 1.6834 2.1390 -0.0228 -0.855 -0.187 0.002
H -0.4330 0.7977 1.4811 0.192 -0.015 -1.691
H 1.5580 -0.2708 1.6470 0.133 -0.274 -0.116
H -0.4794 1.1929 -2.1517 0.064 1.940 -0.800
H -1.0006 -0.3047 -2.2840 -1.274 -0.853 -0.874
H 0.6986 -0.1433 -2.3667 -1.210 1.397 0.599
H 4.1163 -0.4455 1.1444 -0.544 0.919 -0.158
```
Forces are in eV/Å.

Results
Gap between HOMO and LUMO (spin up / spin down)   0.2007 / 0.2611 Eh
Multiplicity   3
E   -573.234463 a.u.
Energy above the lowest of the compared OMol25 structures with the same formula, charge and spin   58.86 kcal per mole
HOMO (spin up / spin down)   -8.33 / -13.86 eV
Expectation value of S²   2.01
Total charge   +1